Below is a structure of composition C34H31Br3CdN9OS, with properties calculated with ωB97M-V with the def2-TZVPD basis set.

Atoms and positions in Å:
Cd (0.186978, -1.053713, 0.591610)
Br (-3.103796, 1.618047, -5.932464)
C (-1.888720, 0.183160, -6.136526)
C (-2.163945, -1.033713, -5.529474)
C (-1.253465, -2.070725, -5.639043)
C (-0.075843, -1.890012, -6.358748)
C (0.145644, -0.695052, -7.028819)
C (-0.748535, 0.357007, -6.902361)
N (0.876235, -2.945672, -6.568710)
N (1.278942, -3.665333, -5.642902)
C (0.976700, -3.403212, -4.269331)
C (0.567184, -4.491680, -3.535772)
C (0.157404, -4.392906, -2.204905)
C (0.183183, -3.181572, -1.521387)
O (-0.192502, -3.059826, -0.290545)
C (0.686114, -2.036874, -2.266614)
N (0.748434, -0.842654, -1.612621)
C (1.251622, 0.213598, -2.210447)
C (1.800058, 0.156609, -3.497836)
C (1.744086, -1.025822, -4.179842)
C (1.119212, -2.156977, -3.607538)
H (-3.084943, -1.168390, -4.979304)
H (-1.460489, -3.023803, -5.170990)
H (1.032231, -0.595396, -7.642588)
H (-0.568978, 1.295574, -7.407596)
H (0.531423, -5.448319, -4.043634)
H (-0.182998, -5.268666, -1.668431)
H (1.233038, 1.140814, -1.645868)
H (2.258856, 1.032847, -3.933429)
H (2.197124, -1.103070, -5.158601)
N (1.659318, -2.495429, 1.900024)
C (3.061089, -2.080291, 1.794134)
C (3.162189, -0.574772, 2.000713)
N (2.342583, 0.126504, 1.000854)
H (1.372523, -2.578777, 2.869390)
H (1.482855, -3.388434, 1.451289)
H (3.410398, -2.330725, 0.790015)
H (3.710839, -2.593410, 2.506744)
H (4.210249, -0.268755, 1.965349)
H (2.788070, -0.324770, 2.995289)
H (2.850049, 0.194469, 0.124853)
H (2.102445, 1.072171, 1.284931)
Br (-5.665972, -4.279864, 1.175080)
C (-4.314361, -3.009701, 0.896642)
C (-3.880519, -2.722758, -0.386221)
C (-2.854620, -1.807481, -0.529656)
N (-2.285453, -1.181256, 0.498220)
C (-2.730844, -1.450666, 1.725613)
C (-3.741750, -2.363935, 1.979855)
C (-2.080248, -0.692733, 2.830608)
C (-2.833156, -0.205516, 3.886414)
C (-2.190859, 0.539432, 4.862284)
Br (-3.171200, 1.252800, 6.293737)
C (-0.831242, 0.770153, 4.768305)
C (-0.168469, 0.248106, 3.673783)
N (-0.762715, -0.471922, 2.723771)
H (-4.314587, -3.208420, -1.247342)
H (-2.469520, -1.564328, -1.512634)
H (-4.059115, -2.580192, 2.989810)
H (-3.897843, -0.382864, 3.931881)
H (-0.300528, 1.355575, 5.504155)
H (0.894164, 0.412848, 3.561319)
N (1.148272, 4.184232, -0.295129)
C (0.738230, 3.906669, 0.970482)
S (-0.141260, 2.510109, 1.281674)
N (1.153827, 4.795692, 1.892970)
C (0.934049, 4.855275, 3.299881)
C (1.953726, 5.428285, 4.053601)
C (1.813916, 5.574177, 5.423075)
C (0.651809, 5.150627, 6.051885)
C (-0.369262, 4.599643, 5.293016)
C (-0.241388, 4.449687, 3.918173)
H (0.666762, 3.688723, -1.026456)
H (1.489994, 5.102910, -0.530712)
H (1.788628, 5.508288, 1.563304)
H (2.864548, 5.756510, 3.565511)
H (2.613957, 6.022013, 5.996581)
H (0.537860, 5.264908, 7.121092)
H (-1.293026, 4.295216, 5.769309)
H (-1.054671, 4.047707, 3.337248)

Atomic forces in eV per Å
0.14 -0.01 0.36
-0.02 0.01 0.00
0.01 0.00 0.00
0.03 0.00 -0.01
-0.02 -0.05 0.00
0.00 0.04 0.00
0.05 0.00 0.01
0.00 -0.01 0.00
-0.18 -0.07 0.06
0.28 0.23 -0.05
-0.16 -0.18 0.14
-0.04 -0.02 -0.05
0.01 0.01 -0.01
-0.04 0.04 -0.05
0.13 0.01 -0.05
-0.02 0.00 0.06
-0.02 -0.09 -0.14
-0.07 0.00 0.05
-0.02 0.00 -0.01
-0.01 0.01 -0.06
0.12 0.05 -0.13
0.00 0.00 0.00
-0.01 0.01 0.02
-0.01 0.01 -0.01
0.00 0.01 0.01
-0.01 -0.02 0.03
0.00 -0.01 -0.01
0.04 0.00 0.01
0.00 0.01 0.01
-0.05 -0.02 -0.03
-0.02 -0.08 0.11
-0.08 0.04 -0.03
0.00 -0.03 -0.06
-0.06 0.00 0.09
0.04 -0.02 -0.01
-0.02 0.03 -0.03
0.01 -0.01 0.00
0.02 0.00 -0.02
0.00 0.00 0.01
0.02 0.02 0.00
-0.07 -0.01 -0.03
0.02 0.00 0.01
-0.03 -0.02 0.01
0.00 -0.01 -0.01
-0.03 0.02 0.02
0.05 0.06 -0.05
0.13 -0.05 0.08
-0.02 0.09 0.01
-0.02 0.05 -0.01
0.05 0.00 -0.05
0.02 -0.03 0.06
-0.04 -0.01 0.01
-0.01 0.01 0.02
0.03 0.00 -0.02
0.06 -0.12 0.01
-0.24 0.14 -0.10
0.00 0.00 -0.01
0.04 -0.03 0.00
0.00 -0.02 0.00
0.00 0.03 -0.01
0.00 0.01 0.01
0.00 0.05 -0.04
-0.08 0.02 0.00
0.08 -0.05 0.06
0.02 0.04 -0.05
-0.08 0.07 -0.02
0.09 -0.05 0.01
0.03 -0.07 0.02
-0.01 0.01 0.02
0.02 0.00 -0.03
-0.04 -0.04 -0.01
0.00 0.07 -0.04
0.04 -0.02 0.02
-0.03 0.02 0.00
-0.04 0.02 -0.01
0.00 0.00 0.00
0.01 0.00 0.00
-0.01 0.00 0.00
0.00 -0.01 0.00
-0.02 -0.05 -0.05

Results
Charge ... +1
E_HOMO ... -9.3264 eV
Relative energy (zero: lowest compared OMol25 entry of this formula, charge and spin) ... 17.3 kcal/mol
LUMO ... -2.74 eV
HOMO-LUMO gap ... 0.242 Eh

=====

Below is a cluster of 3 separate species, C3H10O5 in total at a distorted geometry, with properties calculated with ωB97M-V with the def2-TZVPD basis set.

Atoms and positions in Å:
C (-1.060806, 0.264967, -0.006926)
C (-0.943701, -0.901499, 0.815285)
C (-2.338880, 0.602988, -0.687414)
O (0.105481, -0.564894, -1.381132)
H (-0.091722, -0.545572, -2.327880)
H (-0.384883, 1.090664, 0.199082)
H (-0.196561, -0.854613, 1.601725)
H (-2.177967, 1.265113, -1.535806)
H (-0.388211, -1.430406, -0.114394)
H (-1.868941, -1.408550, 1.066179)
H (-2.868095, -0.292890, -1.011074)
H (-2.974802, 1.125839, 0.036643)
O (2.024136, 0.357925, 1.500014)
O (2.055620, 1.181904, 0.337954)
O (3.349532, 0.194656, 1.985241)
O (2.458086, 0.379832, -0.756029)
H (1.578501, -0.025777, -1.069853)
H (3.723215, -0.439687, 1.348385)

Atomic forces in eV per Å
0.77 0.29 -1.37
1.04 -1.42 -0.85
0.10 -0.04 -0.13
-0.67 1.04 0.26
-0.12 0.29 0.06
-0.04 -0.09 -0.23
-0.24 0.12 0.15
-0.03 0.01 0.04
-1.00 -0.24 2.00
-0.03 0.00 0.03
0.03 0.00 0.02
0.08 -0.03 0.01
0.31 0.07 -0.41
0.19 -0.44 0.20
-0.30 0.16 -0.33
-0.20 0.01 0.32
0.23 0.22 0.22
-0.14 0.06 0.03

Results
Charge ... 0
E_HOMO ... -10.1012 eV
Relative energy (zero: lowest compared OMol25 entry of this formula, charge and spin) ... 228.4 kcal/mol
LUMO ... 0.57 eV
HOMO-LUMO gap ... 0.392 Eh

=====

Below is the molecule C3H7NO4 at a distorted geometry, with properties calculated with ωB97M-V with the def2-TZVPD basis set.

Atoms and positions in Å:
C (-1.588226, 1.138756, 0.151981)
C (-0.566129, 0.223584, 0.726430)
O (-0.546211, -0.173856, 1.859923)
C (0.477645, -0.297266, -0.340410)
N (-0.153815, -1.277633, -1.174517)
O (0.894514, 0.788549, -1.090359)
O (1.548123, -0.934729, 0.309608)
O (2.173229, -0.091448, 1.321183)
H (-2.082579, 0.633972, -0.675925)
H (-1.078606, 2.018816, -0.235145)
H (-2.298238, 1.442204, 0.916921)
H (-0.690933, -1.954514, -0.646861)
H (0.539681, -1.803618, -1.697019)
H (1.717015, 0.570239, -1.548302)
H (1.654530, -0.283055, 2.122494)

Atomic forces in eV per Å
-0.11 0.34 0.35
0.13 -0.30 -0.95
0.15 -0.05 0.11
-0.43 0.21 0.78
-0.03 -0.21 0.06
0.20 0.40 0.00
0.61 -0.25 0.78
-0.20 -0.03 -0.73
-0.03 0.07 -0.10
-0.02 0.02 -0.18
-0.07 -0.09 -0.01
0.05 0.04 0.21
0.05 0.14 -0.08
-0.08 -0.07 0.12
-0.21 -0.20 -0.36

Results
Charge ... 0
SMILES ... CC(=O)[C@@](N)(O)OO
E_HOMO ... -9.9537 eV
Relative energy (zero: lowest compared OMol25 entry of this formula, charge and spin) ... 94.9 kcal/mol
LUMO ... 0.77 eV
HOMO-LUMO gap ... 0.394 Eh

=====

Below is a cluster of 2 separate species, C3H9N2O2 in total, with properties calculated with ωB97M-V with the def2-TZVPD basis set.

Atoms and positions in Å:
C (-0.968560, 0.084018, 1.926651)
C (-1.296428, 0.068624, 0.635694)
N (-0.277065, -0.190586, -0.388447)
N (-1.816676, 0.412484, 2.955695)
H (0.056915, -0.106448, 2.228367)
H (-2.281676, 0.258800, 0.244130)
H (-0.208463, 0.583142, -1.064714)
H (0.650388, -0.336368, 0.011167)
H (-0.463051, -1.042097, -0.921883)
H (-2.794355, 0.383496, 2.714020)
H (-1.659684, -0.109607, 3.805114)
O (1.009844, 0.975918, -2.613615)
C (2.003208, 0.320810, -2.624648)
O (2.157792, -0.702218, -1.753245)
H (2.844792, 0.473914, -3.306924)
H (3.043019, -1.073878, -1.847364)

Atomic forces in eV per Å
-0.07 0.14 0.14
0.01 -0.08 0.08
-0.33 0.04 0.25
0.07 -0.53 -0.25
0.00 -0.06 0.02
-0.04 0.00 -0.07
0.32 -0.17 -0.15
0.05 0.20 0.00
-0.13 0.05 -0.09
-0.18 0.20 -0.02
0.18 0.21 0.14
-0.40 0.24 0.02
0.23 -0.22 0.06
0.14 0.18 -0.08
0.04 0.03 -0.06
0.10 -0.22 0.03

Results
Charge ... +1
E_HOMO ... -13.0159 eV
Relative energy (zero: lowest compared OMol25 entry of this formula, charge and spin) ... 30.8 kcal/mol
LUMO ... -3.06 eV
HOMO-LUMO gap ... 0.366 Eh

=====

Below is the molecule C22H31N3O3S, with properties calculated with ωB97M-V with the def2-TZVPD basis set.

Atoms and positions in Å:
C (-6.671880, -2.157020, 1.407808)
C (-5.176187, -2.239712, 1.111317)
N (-4.818989, -1.327434, 0.037907)
C (-3.693019, -1.750671, -0.779929)
C (-2.338423, -1.524000, -0.094018)
N (-2.125467, -0.130710, 0.275017)
C (-1.842544, 0.819676, -0.796663)
C (-1.384427, 2.094857, -0.159551)
C (-1.727927, 3.374269, -0.471005)
C (-1.075638, 4.335609, 0.334479)
C (-0.250537, 3.769202, 1.249382)
S (-0.252222, 2.050174, 1.151298)
C (-0.764927, 0.306958, -1.787503)
C (-0.453204, 1.363106, -2.849665)
N (0.441005, -0.069817, -1.096451)
C (0.992914, -1.293135, -1.181827)
O (0.481107, -2.207268, -1.809694)
C (2.264735, -1.495860, -0.419703)
C (2.525857, -2.807135, -0.028047)
C (3.679005, -3.122807, 0.652338)
C (4.590509, -2.126561, 0.960752)
C (4.357392, -0.810641, 0.587325)
O (5.206774, 0.220726, 0.894056)
C (6.399213, -0.066807, 1.580689)
C (3.187296, -0.483568, -0.128448)
O (2.891270, 0.792922, -0.532693)
C (3.920952, 1.637462, -1.007906)
C (-3.242296, 0.295732, 1.111196)
C (-4.618295, 0.047228, 0.466862)
H (-6.947948, -2.911514, 2.140355)
H (-6.941338, -1.180716, 1.802150)
H (-7.236163, -2.325620, 0.494931)
H (-4.611396, -2.054456, 2.038456)
H (-4.943527, -3.254528, 0.780102)
H (-3.813553, -2.805060, -1.033768)
H (-3.733408, -1.174445, -1.710926)
H (-1.527497, -1.885704, -0.721096)
H (-2.308588, -2.095421, 0.839880)
H (-2.734893, 1.053816, -1.407109)
H (-2.426162, 3.627142, -1.249412)
H (-1.222584, 5.396175, 0.233607)
H (0.361197, 4.253292, 1.984245)
H (-1.134662, -0.591412, -2.290103)
H (0.257575, 0.955897, -3.564254)
H (-0.021048, 2.251737, -2.395164)
H (-1.357505, 1.647335, -3.381521)
H (0.923485, 0.647034, -0.576965)
H (1.800700, -3.561923, -0.288494)
H (3.879824, -4.139676, 0.951897)
H (5.484206, -2.384385, 1.505735)
H (6.907557, 0.890065, 1.692315)
H (7.038560, -0.750297, 1.012722)
H (6.203017, -0.487533, 2.571917)
H (3.419443, 2.384778, -1.624078)
H (4.638202, 1.086725, -1.619901)
H (4.447012, 2.131962, -0.189521)
H (-3.137805, 1.357115, 1.344968)
H (-3.167641, -0.264083, 2.048664)
H (-5.404304, 0.321185, 1.171481)
H (-4.728108, 0.683924, -0.417729)

Atomic forces in eV per Å
0.30 -0.09 0.02
-0.27 0.04 0.03
-0.03 -0.06 -0.16
0.27 -0.01 0.15
-0.14 -0.18 -0.27
0.07 0.09 0.00
0.04 -0.18 -0.12
0.00 0.11 0.16
0.01 -0.31 -0.01
0.15 0.15 0.16
0.12 -0.30 0.02
-0.36 0.43 -0.14
-0.29 0.00 -0.22
-0.03 -0.26 0.12
-0.13 0.10 0.07
-0.10 0.29 -0.05
0.00 -0.29 -0.11
0.40 -0.04 0.11
-0.02 0.03 0.00
-0.09 0.02 -0.02
0.11 0.18 0.00
0.06 0.08 0.03
-0.49 -0.06 -0.19
0.20 -0.04 0.12
0.02 -0.08 -0.07
0.03 -0.41 0.47
0.23 0.45 -0.18
-0.30 0.03 0.10
0.20 0.12 0.07
-0.10 -0.04 0.13
-0.08 0.10 0.06
-0.06 -0.02 -0.08
0.04 -0.10 -0.05
0.07 0.03 0.05
0.00 0.01 -0.07
0.06 -0.06 -0.07
0.04 -0.04 0.01
0.02 -0.06 -0.04
0.16 0.03 0.02
-0.16 -0.03 -0.16
0.00 0.19 0.03
0.11 0.16 0.15
0.04 0.13 0.12
0.04 -0.04 -0.08
0.04 0.09 0.00
-0.11 0.09 -0.09
0.10 -0.09 -0.12
-0.05 -0.05 -0.05
0.00 -0.09 0.03
0.10 0.03 0.05
0.01 -0.10 0.02
-0.04 0.01 0.03
0.01 0.00 -0.05
0.06 -0.05 0.00
-0.03 -0.02 0.02
-0.07 -0.06 -0.13
-0.01 -0.06 0.08
-0.04 0.06 0.04
-0.04 0.08 -0.03
-0.05 0.08 0.07

Results
Charge ... 0
SMILES ... CCN1CCN([C@@H](c2cccs2)[C@@H](C)NC(=O)c2cccc(OC)c2OC)CC1
E_HOMO ... -7.4449 eV
Relative energy (zero: lowest compared OMol25 entry of this formula, charge and spin) ... 86.3 kcal/mol
LUMO ... 0.61 eV
HOMO-LUMO gap ... 0.296 Eh

=====

Below is the ion C3H8N3O with charge +1 at a distorted geometry, with properties calculated with ωB97M-V with the def2-TZVPD basis set.

Atoms and positions in Å:
C (1.196898, -0.503578, -0.203868)
N (-0.064412, 0.007294, 0.124958)
C (-0.261819, 1.028233, 0.854802)
N (0.724701, 1.723258, 1.360828)
C (-1.207014, -0.668576, -0.280966)
N (-1.259225, -1.231852, -1.458775)
O (-0.534510, -0.879925, -2.402908)
H (1.641046, -1.300412, 0.547849)
H (0.910170, -1.093016, -1.119551)
H (1.915592, 0.298206, -0.528437)
H (-1.279820, 1.353804, 1.035048)
H (0.566151, 2.644491, 1.941946)
H (1.695692, 1.487316, 1.196977)
H (-1.964128, -0.960448, 0.572711)
H (-2.079322, -1.904795, -1.640615)

Atomic forces in eV per Å
2.43 -2.79 -1.34
-1.23 -0.25 -0.25
0.14 2.51 1.38
0.02 3.02 2.03
-2.59 -2.70 1.99
-2.12 0.60 0.45
0.49 -0.61 -0.72
-0.92 2.02 -1.10
1.45 0.53 0.62
-0.63 -0.90 0.47
0.06 0.02 0.06
0.22 -2.74 -1.70
-0.18 -0.05 0.02
1.54 0.42 -2.17
1.32 0.93 0.25

Results
Charge ... +1
SMILES ... CN(C=[NH2+])/C=[NH+]\[O-]
E_HOMO (alpha / beta) ... -13.3138 / -13.3122 eV
Relative energy (zero: lowest compared OMol25 entry of this formula, charge and spin) ... 86.2 kcal/mol
LUMO (alpha / beta) ... -4.06 / -4.06 eV
HOMO-LUMO gap (alpha / beta) ... 0.340 / 0.340 Eh